Record 1
The following is a quantum chemistry calculation of a 8-piece molecular cluster, C24H42O24 overall at a distorted geometry, from the Open Molecules 2025 dataset.

Computed properties:
- Highest occupied orbital energy: -0.36429 hartree
- HOMO-LUMO gap: 10.0 eV
- Charge: 0
- Total energy: -2745.358610 hartree
- SMILES: COC(=O)OC.COC(=O)OC.COC(=O)OC.COC(=O)OC.COC(=O)OC.O=C1OCCO1.O=C1OCCO1.O=C1OCCO1
- LUMO energy: 0.07 eV

Each line ends with the Löwdin charge.
CARTESIAN COORDINATES (ANGSTROEM)
C: 16.92 16.51 7.91  -0.086
O: 16.35 15.45 7.20  -0.045
C: 17.26 14.56 6.56  -0.501
O: 18.51 14.66 6.56  0.079
O: 16.66 13.64 5.85  0.017
C: 15.24 13.43 5.84  -0.026
H: 17.13 17.37 7.26  0.103
H: 17.84 16.22 8.40  0.095
H: 16.32 16.90 8.73  0.065
H: 15.12 12.63 5.11  0.094
H: 14.74 14.30 5.42  0.097
H: 14.75 13.09 6.75  0.097
C: 9.71 22.33 9.93  -0.051
O: 11.10 22.07 9.81  0.005
C: 11.50 21.37 8.74  -0.565
O: 10.86 21.14 7.70  0.093
O: 12.71 20.87 9.05  -0.022
C: 13.14 19.66 8.36  -0.016
H: 9.42 22.44 10.97  0.095
H: 9.12 21.61 9.37  0.095
H: 9.47 23.29 9.49  0.093
H: 12.37 18.90 8.53  0.080
H: 14.06 19.26 8.79  0.065
H: 13.35 19.69 7.29  0.100
C: 10.84 14.98 7.95  -0.013
O: 12.00 14.51 8.66  0.010
C: 12.90 15.32 9.15  -0.576
O: 12.99 16.53 8.90  0.078
O: 13.69 14.61 9.96  0.012
C: 14.76 15.26 10.68  -0.028
H: 11.03 15.21 6.90  0.094
H: 10.64 15.99 8.32  0.092
H: 10.02 14.27 8.04  0.098
H: 14.77 14.93 11.72  0.090
H: 14.49 16.30 10.84  0.079
H: 15.79 15.12 10.34  0.092
C: 12.55 15.21 18.11  -0.084
O: 12.76 16.54 18.41  -0.014
C: 13.57 17.30 17.63  -0.526
O: 14.25 16.91 16.70  0.112
O: 13.58 18.55 18.19  -0.025
C: 14.25 19.65 17.58  -0.040
H: 12.09 14.96 17.16  0.097
H: 11.81 14.88 18.84  0.097
H: 13.51 14.70 18.23  0.102
H: 13.80 19.91 16.62  0.096
H: 15.31 19.38 17.56  0.095
H: 14.15 20.50 18.25  0.091
C: 17.44 21.79 16.18  -0.027
O: 16.31 22.11 17.00  -0.025
C: 15.77 23.32 16.86  -0.551
O: 16.05 24.15 15.99  0.108
O: 14.70 23.38 17.69  -0.018
C: 13.99 24.62 17.77  -0.042
H: 17.26 21.80 15.10  0.086
H: 17.80 20.83 16.57  0.096
H: 18.22 22.51 16.42  0.098
H: 13.02 24.59 17.27  0.097
H: 14.60 25.46 17.44  0.093
H: 13.85 24.82 18.83  0.090
O: 14.87 25.40 10.74  0.143
C: 14.93 24.46 9.99  -0.726
O: 15.13 23.24 10.35  0.116
C: 15.58 22.45 9.30  -0.131
C: 15.07 23.30 8.20  -0.106
O: 14.87 24.56 8.77  0.159
H: 16.65 22.24 9.22  0.140
H: 15.07 21.49 9.38  0.098
H: 14.17 22.86 7.77  0.134
H: 15.88 23.33 7.47  0.138
O: 16.13 19.35 9.82  0.105
C: 16.00 19.20 11.03  -0.557
O: 15.53 20.04 11.88  0.118
C: 15.81 19.69 13.23  -0.109
C: 15.86 18.30 13.12  -0.139
O: 16.14 18.03 11.72  0.059
H: 16.77 20.12 13.53  0.140
H: 15.00 19.88 13.93  0.153
H: 15.00 17.72 13.45  0.144
H: 16.61 17.78 13.72  0.119
O: 17.87 17.44 16.20  0.108
C: 18.54 16.61 15.58  -0.582
O: 19.01 15.45 16.07  0.091
C: 19.49 14.64 15.11  -0.182
C: 19.35 15.48 13.85  -0.072
O: 18.62 16.61 14.32  0.097
H: 20.56 14.44 15.18  0.137
H: 18.85 13.76 15.07  0.141
H: 18.87 14.86 13.09  0.138
H: 20.37 15.75 13.57  0.134

=====

Record 2
The following is a quantum chemistry calculation of C13H17AsCl3N2O8PdS2 as an isolated structure, from the Open Molecules 2025 dataset.

Computed properties:
- Highest occupied orbital energy: -0.22928 hartree
- HOMO-LUMO gap: 8.5 eV
- Charge: -1
- Total energy: -5757.771866 hartree
- LUMO energy: 2.30 eV

Each line ends with the Löwdin charge.
CARTESIAN COORDINATES (ANGSTROEM)
Pd: -0.14 0.03 0.49  0.836
O: 4.36 0.35 0.81  -0.254
As: 2.90 -0.27 1.60  0.871
O: 3.40 -1.52 2.51  -0.480
O: 1.78 -0.56 0.38  -0.538
C: 2.24 1.16 2.74  -0.233
C: 2.35 0.87 4.10  -0.089
C: 1.86 1.75 5.05  -0.082
C: 1.23 2.92 4.65  -0.082
C: 1.10 3.21 3.31  -0.065
C: 1.60 2.34 2.35  -0.265
S: 1.32 2.77 0.64  0.475
O: 1.06 4.19 0.60  -0.321
O: 2.44 2.29 -0.12  -0.308
O: 0.02 2.05 0.34  -0.507
H: 5.05 -0.26 1.11  0.029
H: 2.82 -0.07 4.38  0.095
H: 1.95 1.51 6.10  0.098
H: 0.84 3.61 5.39  0.098
H: 0.62 4.12 2.97  0.108
C: -1.59 -2.78 -3.61  -0.077
C: -1.06 -1.67 -2.72  -0.221
N: -2.06 -1.24 -1.75  0.011
C: -2.19 0.02 -1.30  -0.777
S: -2.49 0.31 0.38  0.683
N: -2.08 1.07 -2.12  0.017
C: -2.28 1.12 -3.56  -0.231
C: -1.07 1.69 -4.28  -0.077
H: -0.82 -3.11 -4.30  0.075
H: -2.45 -2.43 -4.19  0.068
H: -1.91 -3.63 -3.01  0.073
H: -0.72 -0.82 -3.30  0.089
H: -0.20 -2.02 -2.14  0.121
H: -2.15 -1.89 -0.97  0.069
H: -2.09 1.95 -1.62  0.123
H: -3.16 1.74 -3.76  0.118
H: -2.52 0.12 -3.91  0.102
H: -0.86 2.71 -3.94  0.079
H: -1.25 1.72 -5.36  0.073
H: -0.17 1.10 -4.09  0.072
Cl: 0.26 -4.78 0.28  0.589
C: -0.89 -4.05 1.41  -1.486
Cl: -2.54 -4.19 0.71  0.564
Cl: -0.84 -4.92 2.94  0.606
C: -0.62 -2.52 1.61  -0.816
O: -0.62 -2.05 2.72  0.035
O: -0.46 -1.95 0.47  -0.268

=====

Record 3
The following is a quantum chemistry calculation of one molecule with the formula C9H9NOS at a distorted geometry, from the Open Molecules 2025 dataset.

Computed properties:
- Highest occupied orbital energy (alpha / beta): -0.18224 / -0.31216 hartree
- HOMO-LUMO gap (alpha / beta): 5.6 / 6.1 eV
- Charge: 0
- Total energy: -876.319273 hartree
- 2S+1: 3
- LUMO energy (alpha / beta): 0.60 / -2.40 eV

Each line ends with the Löwdin charge.
CARTESIAN COORDINATES (ANGSTROEM)
C: -2.39 0.82 -0.62  -0.042
C: -2.19 -0.20 -1.47  -0.088
C: 2.31 -0.96 0.61  -0.099
C: 1.92 -0.10 1.54  -0.153
C: -0.19 0.35 0.45  -0.140
C: 0.14 -0.54 -0.47  -0.197
C: -1.42 1.28 0.35  -0.466
C: -0.81 -0.76 -1.61  -0.152
C: 1.50 -1.17 -0.62  -0.144
N: 0.73 0.67 1.49  -0.359
O: -1.61 2.26 0.98  -0.032
S: 0.11 1.33 2.92  0.944
H: -3.44 1.24 -0.62  0.130
H: -3.01 -0.45 -2.19  0.112
H: 3.30 -1.52 0.72  0.136
H: 2.55 0.29 2.46  0.139
H: -0.78 -1.89 -1.76  0.140
H: -0.36 -0.26 -2.38  0.091
H: 2.18 -0.68 -1.52  0.187
H: 1.31 -2.27 -0.90  0.145
H: 0.15 2.56 2.66  -0.152

=====

Record 4
The following is a quantum chemistry calculation of C26H28BrN4O5S3SeZr as an isolated structure at a distorted geometry, from the Open Molecules 2025 dataset.

Computed properties:
- Highest occupied orbital energy: -0.57135 hartree
- HOMO-LUMO gap: 5.7 eV
- Charge: +3
- Total energy: -7819.131367 hartree
- LUMO energy: -9.88 eV

Each line ends with the Löwdin charge.
CARTESIAN COORDINATES (ANGSTROEM)
Zr: -5.45 -17.56 3.73  1.389
O: -3.52 -13.70 4.23  0.270
C: -3.84 -14.89 3.95  -0.471
O: -4.69 -15.54 4.59  -0.074
C: -3.27 -15.52 2.78  -0.212
C: -2.31 -15.00 1.97  0.064
C: -1.82 -15.72 0.91  0.037
C: -2.38 -16.93 0.56  0.110
C: -3.31 -17.46 1.50  -0.121
N: -3.74 -16.75 2.55  -0.041
C: -4.01 -18.81 1.44  -0.558
O: -3.97 -19.53 0.49  0.189
O: -4.71 -18.97 2.52  -0.309
H: -3.94 -13.34 5.02  0.187
H: -1.98 -13.99 2.20  0.155
H: -1.03 -15.29 0.27  0.155
H: -2.11 -17.48 -0.34  0.152
O: -4.30 -18.54 9.96  0.168
C: -4.64 -18.31 8.70  -0.252
C: -5.98 -18.20 8.25  0.054
C: -6.25 -18.15 6.90  -0.117
N: -5.29 -18.12 5.95  -0.160
C: -4.00 -18.16 6.40  -0.609
Br: -2.64 -18.34 5.03  0.940
C: -3.61 -18.32 7.75  0.030
H: -5.02 -18.56 10.60  0.145
H: -6.85 -18.11 8.91  0.146
H: -7.26 -17.92 6.50  0.092
H: -2.59 -18.31 7.98  0.115
C: -6.10 -13.77 1.17  -0.481
C: -6.40 -15.04 0.39  -0.418
S: -6.75 -16.60 1.36  0.835
C: -8.58 -16.59 1.61  -0.484
C: -9.11 -16.16 2.96  -0.455
S: -7.90 -16.17 4.41  0.741
C: -7.94 -14.37 4.74  -0.443
C: -7.05 -13.45 3.88  -0.507
S: -7.48 -13.07 2.17  0.942
H: -5.94 -12.99 0.39  0.105
H: -5.28 -13.89 1.82  0.029
H: -5.57 -15.36 -0.27  0.093
H: -7.28 -14.95 -0.18  0.059
H: -8.87 -17.59 1.46  0.021
H: -8.94 -15.94 0.79  0.111
H: -10.00 -16.74 3.24  0.100
H: -9.55 -15.17 2.97  0.065
H: -7.59 -14.33 5.81  0.107
H: -8.97 -14.11 4.75  0.072
H: -6.01 -13.74 3.82  0.024
H: -7.06 -12.51 4.41  0.077
C: -10.01 -21.07 2.58  -0.003
N: -8.64 -21.31 2.20  -0.075
C: -7.65 -20.46 2.39  -0.564
Se: -7.72 -18.97 3.54  0.810
N: -6.62 -20.88 1.65  0.157
C: -6.93 -22.07 0.98  -0.097
C: -6.20 -23.06 0.22  0.023
C: -6.93 -24.16 -0.11  -0.050
C: -8.33 -24.37 0.19  -0.015
C: -9.02 -23.47 0.95  0.003
C: -8.29 -22.36 1.34  -0.126
H: -9.98 -20.25 3.29  0.047
H: -10.38 -21.96 3.14  0.134
H: -10.61 -20.82 1.75  0.104
H: -5.74 -20.56 1.77  0.070
H: -5.11 -22.85 -0.09  0.151
H: -6.52 -24.89 -0.73  0.100
H: -8.80 -25.33 -0.10  0.134
H: -10.01 -23.59 1.37  0.127

=====

Record 5
The following is a quantum chemistry calculation of a 3-piece molecular cluster, C6H14ClN2O2 overall at a distorted geometry, from the Open Molecules 2025 dataset.

Computed properties:
- Highest occupied orbital energy (alpha / beta): -0.35082 / -0.35071 hartree
- HOMO-LUMO gap (alpha / beta): 9.9 / 4.2 eV
- Charge: 0
- Total energy: -957.142200 hartree
- 2S+1: 2
- LUMO energy (alpha / beta): 0.39 / -5.30 eV

Each line ends with the Löwdin charge.
CARTESIAN COORDINATES (ANGSTROEM)
Cl: -0.01 -0.34 1.22  0.253
C: 3.05 1.89 -0.40  0.000
C: 2.34 3.01 0.30  -0.580
O: 2.67 4.17 0.05  0.021
N: 1.39 2.75 1.19  0.008
C: 0.68 3.80 1.97  -0.040
H: 4.09 1.82 -0.08  0.095
H: 2.95 2.03 -1.48  0.090
H: 2.47 0.98 -0.27  0.046
H: 1.26 1.76 1.36  0.005
H: 1.26 4.72 1.93  0.079
H: 0.57 3.58 3.04  0.078
H: -0.29 4.02 1.54  0.079
C: -0.08 -3.04 -1.41  -0.026
C: -1.58 -3.23 -1.39  -0.532
O: -2.14 -4.00 -2.25  -0.018
N: -2.20 -2.65 -0.39  -0.009
C: -3.62 -2.54 -0.29  -0.073
H: 0.22 -2.00 -1.54  0.067
H: 0.33 -3.78 -2.08  0.087
H: 0.32 -3.32 -0.43  0.072
H: -1.57 -2.12 0.20  0.035
H: -4.04 -2.05 -1.17  0.090
H: -3.96 -1.97 0.57  0.084
H: -4.12 -3.51 -0.19  0.089